1.
{
  "formula": "C19H42ClN2O4S",
  "method": "ωB97M-V/def2-TZVPD",
  "energy_ev": -54905.5751,
  "gap_ev": 7.85,
  "multiplicity": 1,
  "lumo_ev": -3.090,
  "relative_energy_kcal_mol": 0.0,
  "total_charge": 1,
  "elements": ["C", "O", "C", "C", "C", "C", "C", "C", "C", "C", "C", "C", "C", "N", "C", "C", "C", "C", "S", "O", "O", "Cl", "H", "H", "H", "H", "H", "H", "H", "H", "H", "H", "H", "H", "H", "H", "H", "H", "H", "H", "H", "H", "H", "H", "H", "H", "H", "H", "H", "H", "H", "H", "H", "H", "H", "H", "H", "C", "C", "O", "N", "C", "H", "H", "H", "H", "H", "H", "H"],
  "positions_angstrom": [[0.17, 4.97, -2.26], [-1.14, 4.50, -2.11], [-1.49, 3.42, -2.96], [-2.52, 2.51, -2.28], [-2.32, 2.36, -0.77], [-0.97, 1.74, -0.40], [-0.90, 1.30, 1.06], [-1.89, 0.18, 1.44], [-1.27, -0.96, 2.24], [-0.07, -1.67, 1.59], [-0.31, -2.14, 0.14], [-0.21, -3.67, -0.06], [0.96, -4.05, -0.96], [1.46, -5.44, -0.64], [2.19, -6.14, -1.76], [3.36, -5.33, -2.27], [4.51, -5.16, -1.25], [4.69, -3.79, -0.59], [4.51, -2.35, -1.62], [3.13, -2.23, -1.99], [5.22, -1.27, -1.03], [5.53, -2.90, -3.29], [0.88, 4.14, -2.36], [0.42, 5.55, -1.37], [0.28, 5.62, -3.14], [-0.59, 2.86, -3.23], [-1.91, 3.81, -3.89], [-3.53, 2.88, -2.48], [-2.45, 1.52, -2.74], [-3.13, 1.76, -0.36], [-2.39, 3.34, -0.30], [-0.18, 2.47, -0.59], [-0.76, 0.88, -1.06], [-1.12, 2.17, 1.68], [0.13, 1.00, 1.29], [-2.36, -0.21, 0.53], [-2.70, 0.61, 2.03], [-2.04, -1.70, 2.47], [-0.93, -0.56, 3.21], [0.80, -1.01, 1.62], [0.19, -2.53, 2.22], [-1.30, -1.81, -0.20], [0.39, -1.65, -0.53], [-1.14, -4.06, -0.49], [-0.09, -4.16, 0.91], [1.80, -3.37, -0.86], [0.69, -4.07, -2.02], [0.66, -6.01, -0.36], [2.07, -5.40, 0.19], [1.44, -6.30, -2.54], [2.51, -7.11, -1.38], [3.01, -4.37, -2.65], [3.74, -5.87, -3.13], [4.39, -5.87, -0.42], [5.45, -5.43, -1.73], [3.95, -3.60, 0.19], [5.68, -3.70, -0.14], [-2.04, 5.50, 2.17], [-2.84, 4.52, 3.00], [-2.93, 3.34, 2.68], [-3.45, 4.99, 4.11], [-3.45, 6.34, 4.63], [-1.62, 4.96, 1.32], [-2.66, 6.31, 1.80], [-1.22, 5.94, 2.75], [-3.97, 4.29, 4.61], [-3.02, 6.37, 5.64], [-4.46, 6.75, 4.68], [-2.85, 6.98, 3.99]]
}

=====

2.
{
  "formula": "C41H94BF3N5O3S",
  "method": "ωB97M-V/def2-TZVPD",
  "energy_ev": -77255.1797,
  "gap_ev": [10.31, 3.85],
  "multiplicity": 2,
  "s_squared": 0.763,
  "lumo_ev": [-7.758, -14.217],
  "total_charge": 4,
  "elements": ["B", "H", "H", "H", "H", "C", "C", "C", "N", "C", "C", "C", "C", "C", "H", "H", "H", "H", "H", "H", "H", "H", "H", "H", "H", "H", "H", "H", "H", "H", "H", "H", "C", "C", "C", "N", "C", "C", "C", "C", "C", "H", "H", "H", "H", "H", "H", "H", "H", "H", "H", "H", "H", "H", "H", "H", "H", "H", "H", "C", "C", "C", "N", "C", "C", "C", "C", "C", "H", "H", "H", "H", "H", "H", "H", "H", "H", "H", "H", "H", "H", "H", "H", "H", "H", "H", "C", "C", "C", "N", "C", "C", "C", "C", "C", "H", "H", "H", "H", "H", "H", "H", "H", "H", "H", "H", "H", "H", "H", "H", "H", "H", "H", "C", "C", "C", "N", "C", "C", "C", "C", "C", "H", "H", "H", "H", "H", "H", "H", "H", "H", "H", "H", "H", "H", "H", "H", "H", "H", "H", "C", "F", "F", "F", "S", "O", "O", "O"],
  "positions_angstrom": [[11.88, 4.74, 1.95], [11.32, 5.10, 1.11], [11.43, 3.87, 2.39], [12.84, 4.42, 1.58], [12.04, 5.51, 2.69], [11.91, 10.51, 1.37], [12.88, 9.62, 0.62], [13.19, 8.26, 1.46], [14.52, 7.58, 0.95], [14.26, 6.93, -0.43], [14.98, 6.38, 1.83], [16.51, 6.41, 1.93], [16.90, 7.60, 1.09], [15.72, 8.52, 1.03], [12.08, 10.44, 2.44], [10.86, 10.33, 1.14], [12.01, 11.53, 1.00], [13.81, 10.16, 0.43], [12.49, 9.37, -0.36], [12.29, 7.64, 1.50], [13.38, 8.58, 2.48], [14.11, 7.74, -1.15], [13.37, 6.30, -0.32], [15.17, 6.42, -0.71], [14.63, 5.47, 1.34], [14.51, 6.50, 2.81], [16.89, 5.48, 1.52], [16.78, 6.44, 2.98], [17.12, 7.26, 0.08], [17.78, 8.14, 1.46], [15.74, 9.27, 0.23], [15.75, 9.05, 1.98], [9.78, 6.10, 8.17], [10.24, 5.42, 6.93], [9.64, 4.07, 6.80], [9.93, 3.29, 5.51], [9.17, 3.95, 4.36], [9.40, 1.83, 5.75], [10.17, 0.97, 4.77], [11.39, 1.81, 4.29], [11.40, 3.02, 5.26], [8.74, 6.41, 8.06], [10.45, 6.93, 8.40], [9.75, 5.34, 8.95], [11.32, 5.36, 7.08], [10.17, 5.99, 6.00], [8.56, 4.26, 6.79], [9.92, 3.44, 7.65], [8.13, 4.16, 4.59], [9.18, 3.40, 3.41], [9.76, 4.80, 4.02], [8.31, 1.84, 5.69], [9.62, 1.49, 6.76], [9.46, 0.75, 3.97], [10.36, -0.02, 5.18], [11.21, 2.07, 3.25], [12.33, 1.25, 4.32], [11.69, 4.01, 4.89], [11.80, 2.77, 6.25], [15.11, 2.72, 3.86], [15.17, 3.84, 4.85], [15.81, 3.45, 6.20], [15.81, 4.61, 7.28], [16.93, 5.64, 6.93], [16.18, 3.99, 8.61], [15.13, 4.60, 9.61], [14.37, 5.73, 8.92], [14.38, 5.08, 7.51], [16.05, 2.64, 3.33], [14.28, 2.89, 3.17], [14.95, 1.84, 4.49], [14.18, 4.25, 5.04], [15.69, 4.65, 4.35], [16.88, 3.30, 6.09], [15.33, 2.57, 6.63], [16.93, 5.59, 5.84], [17.85, 5.14, 7.23], [16.79, 6.63, 7.34], [17.12, 4.40, 8.96], [16.28, 2.90, 8.63], [15.70, 4.99, 10.45], [14.43, 3.84, 9.94], [14.97, 6.63, 8.87], [13.42, 5.96, 9.39], [14.14, 5.73, 6.67], [13.67, 4.25, 7.53], [5.75, 2.81, -3.81], [6.84, 2.86, -2.68], [6.29, 3.47, -1.35], [6.89, 2.88, -0.06], [6.63, 1.35, 0.22], [6.38, 3.73, 1.15], [7.17, 5.09, 1.06], [8.53, 4.67, 0.52], [8.38, 3.21, 0.03], [4.92, 2.13, -3.64], [6.13, 2.49, -4.78], [5.28, 3.79, -3.91], [7.77, 3.38, -2.90], [7.12, 1.81, -2.57], [5.25, 3.16, -1.24], [6.21, 4.55, -1.28], [5.56, 1.21, 0.36], [7.13, 1.06, 1.15], [6.99, 0.66, -0.55], [6.65, 3.26, 2.10], [5.30, 3.68, 1.02], [7.27, 5.55, 2.04], [6.67, 5.76, 0.36], [9.31, 4.75, 1.27], [8.90, 5.27, -0.32], [8.92, 2.54, 0.69], [8.79, 3.05, -0.96], [9.65, 4.36, -4.85], [10.52, 4.26, -3.58], [11.12, 2.89, -3.39], [12.29, 2.80, -2.33], [11.72, 3.06, -0.89], [13.42, 3.85, -2.66], [14.77, 3.34, -2.14], [14.46, 1.91, -1.80], [13.10, 1.53, -2.35], [9.42, 5.40, -5.09], [8.68, 3.86, -4.75], [10.01, 3.86, -5.75], [9.89, 4.56, -2.75], [11.29, 5.03, -3.57], [11.40, 2.61, -4.41], [10.35, 2.23, -3.02], [12.55, 3.24, -0.20], [11.07, 2.22, -0.63], [11.17, 3.99, -0.92], [13.06, 4.73, -2.12], [13.41, 4.11, -3.71], [15.07, 4.01, -1.33], [15.59, 3.56, -2.83], [14.51, 1.77, -0.72], [15.19, 1.27, -2.30], [12.55, 0.78, -1.79], [13.09, 1.19, -3.38], [12.68, 8.28, 5.43], [12.01, 9.38, 5.41], [12.48, 7.62, 6.59], [12.32, 7.61, 4.29], [14.59, 8.86, 5.30], [15.36, 7.62, 5.09], [14.75, 9.77, 4.16], [14.81, 9.56, 6.54]]
}

=====

3.
{
  "formula": "C2H2CsLiO2",
  "method": "ωB97M-V/def2-TZVPD",
  "energy_ev": -6950.6488,
  "gap_ev": 4.73,
  "multiplicity": 1,
  "lumo_ev": -0.378,
  "relative_energy_kcal_mol": 48.0,
  "elements": ["O", "C", "C", "O", "Li", "Cs", "H", "H"],
  "positions_angstrom": [[0.29, -2.23, -1.02], [0.65, -2.15, -2.14], [0.99, -1.87, -3.37], [-0.82, 2.29, -1.03], [0.12, 3.69, -1.13], [-0.71, 0.45, 1.47], [0.29, -2.08, -4.17], [2.04, -1.65, -3.59]]
}